[1]
{
  "formula": "C9H13NO2",
  "method": "ωB97M-V/def2-TZVPD",
  "symbols": ["C", "C", "O", "N", "H", "H", "H", "H", "H", "C", "C", "C", "C", "C", "C", "C", "O", "H", "H", "H", "H", "H", "H", "H", "H"],
  "xyz": [[1.8012, -0.9735, 2.0672], [0.3305, -1.2782, 2.4018], [-0.1631, -0.9289, 3.4605], [-0.3019, -1.9549, 1.4056], [1.9766, -0.3936, 1.1958], [2.2296, -1.9779, 1.8589], [-1.2445, -1.8764, 1.2436], [0.3225, -2.2262, 0.5266], [2.3908, -0.5366, 2.9214], [-1.7674, -0.8743, -2.0814], [-0.6554, 1.7049, 0.3339], [0.5860, 2.0036, -0.3945], [-1.3793, 0.5353, -0.1205], [-0.8166, -0.0556, -1.2682], [1.2867, 1.1347, -1.3293], [0.3623, 0.2890, -1.8797], [1.0838, 3.1546, -0.0725], [-1.0561, 2.4915, 1.0070], [-2.2848, 0.2413, 0.3388], [2.3092, 1.3616, -1.7799], [0.2856, 3.6005, 0.4385], [-1.3568, -1.6459, -2.7307], [-2.1025, -0.4085, -2.9733], [0.7415, -0.0504, -2.9583], [-2.5778, -1.3361, -1.6113]],
  "forces_ev_per_angstrom": [[0.65, -1.61, 1.75], [1.09, 1.50, 1.08], [-0.24, -0.34, -1.14], [4.16, -1.16, -2.88], [-0.22, 0.66, -0.90], [0.15, 0.55, 0.07], [-2.49, -0.15, 0.04], [-2.08, 0.83, 2.75], [-0.99, -0.46, -0.78], [1.45, -1.00, -0.85], [-1.26, -2.78, -2.40], [0.28, -0.73, 1.49], [3.52, 3.80, 1.25], [-3.61, -1.21, -1.14], [-0.86, 1.48, 0.17], [4.35, -0.13, -3.13], [-1.91, 1.80, 1.08], [0.24, -0.92, -0.20], [-0.79, -0.35, 0.14], [-1.70, -0.14, 0.83], [2.80, -0.40, -1.10], [1.13, -0.74, 0.73], [-0.88, 1.85, -0.50], [-1.51, -0.11, 2.56], [-1.27, -0.26, 1.11]],
  "de_lowest_ev": 3.1390,
  "multiplicity": 2,
  "total_charge": 1,
  "molar_mass_g_mol": 167.21,
  "homo_energy_ev": [-12.72, -12.71]
}

=====

[2]
{
  "formula": "C9H13P",
  "method": "ωB97M-V/def2-TZVPD",
  "symbols": ["C", "C", "C", "C", "C", "C", "C", "C", "C", "P", "H", "H", "H", "H", "H", "H", "H", "H", "H", "H", "H", "H", "H"],
  "xyz": [[0.1272, -0.7361, -1.5169], [0.0226, -1.3662, 0.9563], [-1.0600, -0.3315, -0.9035], [-1.1234, -0.7801, 0.4636], [3.7125, -0.1901, -0.2488], [2.4123, -0.2931, -0.1423], [-2.1123, 0.6169, -1.4349], [-2.3279, -0.3141, 1.2963], [1.3636, 1.4731, 0.7205], [1.2413, -1.6494, -0.3307], [0.3402, -0.4958, -2.5360], [-0.0210, -1.9973, 1.9211], [4.3734, -0.9668, -0.6278], [4.3868, 0.7251, -0.0462], [-2.0786, 0.6502, -2.5608], [-1.9591, 1.5974, -0.9357], [-3.1294, 0.2478, -1.2199], [-2.9448, -1.1106, 1.5943], [-2.9892, 0.3902, 0.7626], [-1.9679, 0.1417, 2.2177], [1.1807, 0.8767, 1.6421], [0.4118, 1.3438, 0.2320], [2.1413, 2.1680, 0.6970]],
  "forces_ev_per_angstrom": [[-1.92, 0.26, 1.56], [-1.71, -1.17, 1.14], [2.29, -0.57, -1.52], [0.33, 0.53, 1.65], [2.16, 1.19, -0.20], [-1.97, 3.37, 1.96], [0.03, -0.67, -1.17], [0.97, 0.43, -0.33], [0.43, -6.12, 0.19], [-0.82, 0.17, -1.39], [0.40, 0.16, -0.40], [0.36, 1.50, -1.40], [-0.41, -0.51, 0.03], [-1.72, -1.11, -0.13], [0.27, 0.45, 1.17], [-0.27, -0.38, -0.64], [0.40, 0.24, 0.08], [-0.83, -1.31, 0.37], [0.61, -0.28, 0.34], [-0.02, 0.17, -0.04], [0.73, 1.09, -0.14], [0.23, 1.20, -0.87], [0.48, 1.34, -0.27]],
  "de_lowest_ev": 3.2092,
  "total_charge": 0,
  "molar_mass_g_mol": 152.18,
  "homo_energy_ev": -7.98
}

=====

[3]
{
  "formula": "C9H14",
  "method": "ωB97M-V/def2-TZVPD",
  "symbols": ["C", "C", "C", "C", "C", "C", "C", "H", "H", "H", "H", "H", "H", "H", "H", "C", "C", "H", "H", "H", "H", "H", "H"],
  "xyz": [[1.8217, 1.8011, -0.8164], [0.9074, 0.1289, 0.8235], [0.7811, 1.3679, 0.1937], [0.0060, -0.2173, 1.9081], [-0.2575, 2.2235, 0.5044], [-0.9921, 0.6767, 2.2455], [-1.1864, 1.8751, 1.5569], [1.6074, -0.6005, 0.4339], [0.1417, -1.1776, 2.3880], [2.7553, 2.1027, -0.3323], [1.3712, 2.5408, -1.4817], [-0.3603, 3.1236, -0.0965], [-1.6501, 0.3897, 3.0660], [-1.9020, 2.6017, 1.9301], [2.0772, 0.9261, -1.4266], [0.0797, -2.1844, -1.6106], [-1.3625, -2.2722, -1.1042], [0.4019, -1.1608, -1.4255], [0.7911, -2.8754, -1.1593], [0.1309, -2.3378, -2.6968], [-1.8865, -1.3344, -1.2815], [-1.4148, -2.4871, -0.0340], [-1.8604, -3.1105, -1.5849]],
  "forces_ev_per_angstrom": [[-0.55, -0.93, -0.13], [0.10, -0.24, 0.29], [0.02, 0.26, 0.00], [0.27, 0.17, -0.65], [0.13, -0.06, -0.09], [0.03, -0.57, 0.18], [-0.12, 0.32, 0.13], [0.19, 0.05, 0.15], [-0.21, 0.00, 0.25], [-0.17, 0.37, -0.09], [0.42, 0.28, 0.07], [-0.07, 0.14, 0.26], [-0.06, 0.22, -0.03], [-0.05, -0.06, -0.12], [0.09, 0.06, -0.13], [-0.21, 0.64, -0.44], [0.38, -0.67, 0.22], [0.40, -0.12, 0.11], [-0.17, -0.02, 0.21], [-0.10, -0.04, 0.10], [-0.10, -0.12, -0.07], [0.15, 0.30, -0.01], [-0.39, 0.02, -0.21]],
  "de_lowest_ev": 0.1831,
  "multiplicity": 2,
  "total_charge": -1,
  "molar_mass_g_mol": 122.21,
  "homo_energy_ev": [0.89, -3.26]
}

=====

[4]
{
  "formula": "C9H14",
  "method": "ωB97M-V/def2-TZVPD",
  "symbols": ["C", "C", "C", "C", "C", "C", "C", "H", "H", "H", "H", "H", "H", "H", "H", "C", "C", "H", "H", "H", "H", "H", "H"],
  "xyz": [[2.3297, -0.6935, -0.8793], [-1.2625, -0.2767, -1.8316], [-0.0273, -0.7542, -1.7287], [-1.5386, 0.8258, -0.9970], [0.9558, -0.1172, -0.9043], [-0.6163, 1.5671, -0.2681], [0.6615, 0.9720, -0.1342], [-1.9824, -0.7244, -2.3908], [0.4197, -1.6614, -2.2368], [-2.5138, 1.2113, -1.1139], [-1.1534, 2.3678, 0.3187], [2.8406, -0.7480, -1.8098], [2.3204, -1.7244, -0.4681], [1.4456, 1.6201, 0.3228], [3.0389, -0.0781, -0.2891], [0.2397, -0.9211, 2.7499], [-1.0326, -0.1569, 2.5406], [0.0648, -1.9423, 2.7067], [1.0464, -0.3774, 2.2016], [0.5737, -0.7499, 3.7534], [-0.8640, 0.9186, 2.6341], [-1.7233, -0.5065, 3.3857], [-1.7695, -0.2766, 1.7021]],
  "forces_ev_per_angstrom": [[0.63, -0.19, 1.52], [-0.31, 2.83, 3.00], [4.72, -2.44, -0.81], [-0.99, -0.99, -1.90], [0.31, -0.03, 0.62], [-1.39, 0.60, 0.80], [0.55, 1.83, -0.36], [-2.11, -1.10, -1.61], [-1.08, 0.93, 0.25], [-1.20, 0.51, 0.12], [1.61, -0.73, -0.36], [0.04, -0.17, -1.45], [0.11, 0.44, -0.09], [-0.32, -1.07, -0.04], [-0.56, -0.30, 0.18], [0.89, 2.85, -0.45], [-3.03, 0.00, 1.51], [0.39, -2.05, -0.96], [-0.39, -1.53, -0.45], [-0.08, 0.16, 1.05], [-0.12, -0.08, 0.09], [0.68, 0.85, -0.57], [1.63, -0.30, -0.09]],
  "de_lowest_ev": 1.5401,
  "multiplicity": 2,
  "total_charge": -1,
  "molar_mass_g_mol": 122.21,
  "homo_energy_ev": [1.22, -3.96]
}

=====

[5]
{
  "formula": "C9H14",
  "method": "ωB97M-V/def2-TZVPD",
  "symbols": ["C", "C", "H", "H", "H", "H", "H", "H", "C", "C", "C", "C", "C", "C", "C", "H", "H", "H", "H", "H", "H", "H", "H"],
  "xyz": [[-0.0698, -1.6385, -1.7434], [-0.5405, -1.0581, -3.0749], [-0.6292, -1.1823, -0.9308], [-0.1493, -2.7288, -1.6820], [0.9948, -1.4370, -1.6347], [-0.2485, -0.0126, -3.1219], [-0.0960, -1.5841, -3.9183], [-1.6232, -1.0963, -3.2484], [0.4281, 2.1842, -0.8347], [1.3499, 0.5569, 0.9236], [0.2521, 1.1525, 0.2261], [1.1679, -0.4805, 1.8125], [-0.1345, -0.9586, 2.0984], [-1.0467, 0.8125, 0.7036], [-1.2585, -0.2195, 1.5807], [2.3724, 0.8640, 0.7310], [2.0288, -0.8103, 2.3836], [0.4221, 3.2034, -0.4199], [-0.3966, 2.1291, -1.5530], [-0.3246, -1.7799, 2.7861], [-1.8835, 1.2784, 0.1892], [-2.1802, -0.4318, 2.1157], [1.3568, 2.0961, -1.4058]],
  "forces_ev_per_angstrom": [[-0.08, -0.19, -0.32], [-0.14, -0.22, -0.12], [0.27, -0.08, 0.24], [-0.32, 0.06, -0.10], [-0.01, 0.24, 0.29], [0.02, 0.16, -0.12], [0.20, 0.03, -0.17], [0.09, -0.07, 0.32], [-0.19, -0.01, 0.13], [0.14, -0.27, 0.07], [0.09, -0.48, 0.06], [-0.27, 0.56, 0.01], [-0.28, -0.09, 0.02], [-0.14, -0.13, -0.69], [0.91, -0.26, 0.96], [0.07, 0.25, -0.09], [0.09, -0.34, -0.09], [0.00, 0.33, -0.04], [-0.01, 0.12, -0.08], [0.20, 0.16, 0.00], [-0.24, 0.25, 0.33], [-0.47, 0.16, -0.68], [0.07, -0.18, 0.07]],
  "de_lowest_ev": 0.2329,
  "multiplicity": 2,
  "total_charge": -1,
  "molar_mass_g_mol": 122.21,
  "homo_energy_ev": [0.91, -3.25]
}

=====

[6]
{
  "formula": "C9H14",
  "method": "ωB97M-V/def2-TZVPD",
  "symbols": ["C", "C", "H", "H", "H", "H", "H", "H", "C", "C", "C", "C", "C", "C", "C", "H", "H", "H", "H", "H", "H", "H", "H"],
  "xyz": [[3.0230, 0.0889, 1.6391], [3.2279, 1.3947, 0.8666], [3.7345, -0.1647, 2.4290], [2.0362, 0.0749, 2.0976], [2.9954, -0.7072, 0.9025], [2.3017, 1.5857, 0.3209], [3.9178, 1.2743, 0.0338], [3.5635, 2.1846, 1.4916], [-3.3484, 0.0210, 0.7365], [0.1388, -0.8761, -0.5144], [-0.0115, -0.7792, -1.9494], [-1.0339, -0.7346, 0.2878], [-2.2348, -0.2921, -0.2159], [-1.2330, -0.3554, -2.4218], [-2.3794, -0.0795, -1.6209], [0.9919, -1.3970, -0.0930], [0.7874, -0.8012, -2.6769], [-0.8643, -0.9060, 1.3473], [-1.3172, -0.1370, -3.4919], [-4.1678, -0.7212, 0.7244], [-3.8320, 0.9352, 0.4577], [-3.2409, 0.3274, -2.1372], [-3.0546, 0.0645, 1.7865]],
  "forces_ev_per_angstrom": [[-0.33, -0.14, -0.26], [-0.31, -1.22, -0.73], [0.28, 0.26, -0.24], [-0.09, 0.09, 0.08], [0.07, -0.34, 0.11], [-0.18, 0.45, 0.44], [0.55, -0.10, 0.19], [0.01, 0.98, 0.42], [-0.59, -1.00, 0.09], [0.25, -0.61, -0.44], [-1.04, 0.73, 0.39], [0.60, 0.28, -0.51], [0.09, -0.21, 0.84], [-0.06, 0.15, -0.52], [0.79, -0.07, -0.49], [0.09, 0.10, 0.04], [0.36, -0.31, 0.20], [-0.47, 0.10, 0.15], [0.00, -0.16, 0.14], [0.16, -0.04, -0.23], [-0.26, 0.91, -0.08], [-0.25, -0.02, 0.46], [0.33, 0.16, -0.06]],
  "de_lowest_ev": 0.3845,
  "multiplicity": 2,
  "total_charge": -1,
  "molar_mass_g_mol": 122.21,
  "homo_energy_ev": [0.82, -3.29]
}

=====

[7]
{
  "formula": "C9H14",
  "method": "ωB97M-V/def2-TZVPD",
  "symbols": ["C", "C", "C", "C", "C", "C", "C", "H", "H", "H", "H", "H", "H", "H", "H", "C", "C", "H", "H", "H", "H", "H", "H"],
  "xyz": [[1.4893, -0.7855, -2.2994], [0.6711, -0.8505, -1.0332], [-0.6695, -0.5238, -1.0474], [-1.4447, -0.7480, 0.0906], [-0.8690, -1.2357, 1.2481], [0.5121, -1.4230, 1.2894], [1.2918, -1.1859, 0.1779], [1.2192, 0.0751, -2.9061], [1.4049, -1.7075, -2.8786], [2.5420, -0.6577, -2.0594], [-1.1848, -0.2174, -1.9506], [-2.4968, -0.4927, 0.1045], [-1.4662, -1.5134, 2.1088], [0.9147, -1.8126, 2.2172], [2.3715, -1.2047, 0.1777], [-0.6259, 2.5193, 1.5569], [-0.3664, 2.6929, 0.0541], [-1.6951, 2.4205, 1.7448], [-0.0395, 1.6726, 1.9175], [-0.3017, 3.4125, 2.1026], [0.6927, 2.7222, -0.1948], [-0.8473, 3.5853, -0.3522], [-0.8015, 1.8369, -0.4581]],
  "forces_ev_per_angstrom": [[0.23, 0.22, 0.31], [0.63, 0.50, -0.25], [-0.79, -0.90, 0.34], [-0.10, 0.33, 0.16], [0.34, -0.23, -0.19], [-0.32, -0.29, 0.59], [-0.44, 0.20, -0.62], [-0.21, -0.08, -0.21], [-0.14, 0.11, -0.06], [0.16, -0.08, 0.05], [0.26, 0.11, -0.09], [-0.06, -0.12, -0.20], [-0.03, 0.23, -0.04], [0.33, 0.19, -0.07], [0.10, -0.43, 0.24], [0.49, 0.72, -0.41], [-0.47, -0.16, 0.11], [0.09, -0.35, 0.11], [-0.38, -0.06, 0.18], [0.04, -0.14, 0.01], [0.07, 0.05, 0.08], [0.08, 0.05, 0.10], [0.12, 0.10, -0.15]],
  "de_lowest_ev": 0.2422,
  "total_charge": 0,
  "molar_mass_g_mol": 122.21,
  "homo_energy_ev": -9.05,
  "smiles": "Cc1ccccc1.CC"
}

=====

[8]
{
  "formula": "C9H14",
  "method": "ωB97M-V/def2-TZVPD",
  "symbols": ["C", "C", "C", "C", "C", "C", "C", "H", "H", "H", "H", "H", "H", "H", "H", "C", "C", "H", "H", "H", "H", "H", "H"],
  "xyz": [[0.5855, 2.5308, -1.2962], [1.2577, 1.2039, -1.1530], [0.7867, 0.2600, -0.2782], [1.3960, -1.0172, -0.1639], [2.5636, -1.2727, -0.8291], [2.9383, -0.3913, -1.8835], [2.2323, 0.7500, -2.0888], [1.1424, 3.4272, -1.6051], [0.1972, 2.7714, -0.3032], [-0.1588, 2.5365, -2.0914], [-0.0698, 0.5373, 0.3243], [0.9140, -1.6992, 0.5244], [3.0307, -2.2465, -0.7603], [3.8371, -0.6381, -2.4340], [2.4661, 1.3074, -2.9926], [-2.2939, -0.5438, 1.9001], [-3.4966, -1.4231, 2.3258], [-2.3016, -0.2771, 0.8511], [-2.3647, 0.3609, 2.5096], [-1.4091, -1.0915, 2.2170], [-3.3702, -1.6627, 3.3795], [-3.4201, -2.3936, 1.8192], [-4.4629, -1.0287, 2.0283]],
  "forces_ev_per_angstrom": [[-0.10, 0.84, 0.17], [0.63, -0.65, -2.09], [0.30, -0.39, 0.40], [-0.73, 1.27, 0.71], [-0.33, -0.12, -1.44], [0.37, -1.34, 1.50], [-0.07, 1.21, 0.09], [0.81, -0.63, 0.29], [-0.58, 0.17, -0.36], [-0.61, -0.41, 0.35], [0.02, -0.25, 0.20], [0.32, -0.26, 0.00], [0.23, 0.11, 0.23], [-0.25, 0.04, -0.41], [0.01, 0.42, 0.34], [-1.11, -0.22, 1.18], [1.01, -0.69, -0.97], [0.16, -0.11, -0.17], [0.32, 0.16, -0.26], [0.34, 0.23, -0.40], [-0.58, 0.28, 0.15], [-0.04, 0.08, -0.01], [-0.11, 0.28, 0.47]],
  "de_lowest_ev": 0.7288,
  "total_charge": 0,
  "molar_mass_g_mol": 122.21,
  "homo_energy_ev": -8.99,
  "smiles": "Cc1ccccc1.CC"
}

=====

[9]
{
  "formula": "C9H14",
  "method": "ωB97M-V/def2-TZVPD",
  "symbols": ["C", "C", "C", "C", "C", "C", "C", "H", "H", "H", "H", "H", "H", "H", "H", "C", "C", "H", "H", "H", "H", "H", "H"],
  "xyz": [[1.4273, -2.1268, -0.5379], [1.1002, -1.3129, 0.6912], [0.0130, -0.4530, 0.7377], [-0.2423, 0.2527, 1.9078], [0.5708, 0.1125, 3.0270], [1.6055, -0.8150, 2.9881], [1.8463, -1.5644, 1.8599], [1.4200, -1.5074, -1.4443], [0.6304, -2.8610, -0.6501], [2.4540, -2.4822, -0.5362], [-0.5688, -0.3353, -0.1590], [-1.0814, 0.9385, 1.9088], [0.2092, 0.6018, 3.9215], [2.2470, -0.9401, 3.8538], [2.5387, -2.3925, 1.8616], [-1.0311, 1.7119, -2.3352], [-2.5333, 1.9780, -2.6184], [-0.3769, 2.5086, -2.6792], [-0.8805, 1.9264, -1.2577], [-0.7486, 0.6846, -2.5241], [-3.1602, 1.3516, -1.9865], [-2.6675, 1.7167, -3.6648], [-2.7718, 3.0072, -2.3640]],
  "forces_ev_per_angstrom": [[-0.34, 1.09, -0.46], [0.54, -0.93, 0.43], [0.87, 0.05, 0.23], [-0.12, 0.12, -0.39], [-0.92, -0.33, -0.47], [0.22, 0.25, 0.81], [-0.71, 0.45, -0.86], [-0.36, 0.09, 0.16], [0.48, -0.51, -0.20], [-0.19, -0.68, 0.37], [-0.31, 0.21, -0.10], [-0.02, -0.02, 0.21], [0.64, 0.15, 0.19], [-0.18, -0.14, 0.08], [0.40, 0.19, 0.00], [-0.88, 1.19, 2.21], [1.32, -0.45, 0.00], [0.12, -0.41, -1.14], [-0.11, -0.71, -0.10], [0.39, 0.07, -0.34], [-0.02, -0.19, -0.12], [-0.68, 0.38, -0.08], [-0.13, 0.12, -0.43]],
  "de_lowest_ev": 0.5851,
  "total_charge": 0,
  "molar_mass_g_mol": 122.21,
  "homo_energy_ev": -8.96,
  "smiles": "Cc1ccccc1.CC"
}

=====

[10]
{
  "formula": "C9H14",
  "method": "ωB97M-V/def2-TZVPD",
  "symbols": ["C", "C", "C", "C", "C", "C", "C", "H", "H", "H", "H", "H", "H", "H", "H", "C", "C", "H", "H", "H", "H", "H", "H"],
  "xyz": [[-2.2523, 1.8101, -1.8159], [-1.1426, 0.8169, -1.7435], [-1.1296, 0.0066, -0.6783], [-0.0261, -0.7701, -0.3641], [1.0432, -0.7248, -1.2408], [0.9732, 0.0470, -2.4257], [-0.1204, 0.8305, -2.6892], [-3.0964, 1.4293, -2.4102], [-1.9940, 2.8299, -1.8453], [-3.0453, 1.5585, -1.0549], [-2.0658, -0.1652, -0.0803], [0.0070, -1.2556, 0.6041], [1.9661, -1.2873, -1.2353], [1.8997, -0.0711, -3.1308], [-0.1331, 1.4309, -3.5727], [0.4288, -0.7639, 3.1090], [1.8877, -0.9174, 2.6718], [0.2125, -0.9167, 4.2423], [-0.1391, 0.1574, 3.0062], [-0.2852, -1.5862, 2.7998], [2.3619, 0.1247, 2.7761], [2.1997, -1.0775, 1.6266], [2.4501, -1.5060, 3.4512]],
  "forces_ev_per_angstrom": [[-3.20, -2.82, 0.69], [-0.78, 2.16, -1.50], [-0.86, -2.19, 2.24], [0.72, 0.11, -0.03], [0.33, 0.32, -1.40], [2.02, -1.21, -0.50], [0.60, -0.33, 0.57], [0.85, 0.84, -2.21], [-0.02, 1.07, -0.34], [1.61, 1.00, 1.22], [1.11, 0.76, -0.34], [0.03, -0.41, -0.37], [-0.09, -0.31, 0.99], [-2.04, 0.56, 1.19], [-0.29, 0.44, -0.31], [-2.32, -2.00, 2.04], [1.42, 2.58, 1.50], [1.36, 0.23, -1.41], [0.57, 0.35, -0.93], [0.92, 0.74, -0.43], [-0.59, -1.19, 0.22], [-0.84, -0.85, 0.42], [-0.50, 0.13, -1.31]],
  "de_lowest_ev": 2.1745,
  "total_charge": 0,
  "molar_mass_g_mol": 122.21,
  "homo_energy_ev": -8.92,
  "smiles": "Cc1ccccc1.CC"
}